C2H9N2O | ωB97M-V with the def2-TZVPD basis set

Computed properties:
Relative energy (zero: lowest compared OMol25 entry of this formula, charge and spin), kJ/mol: 164.9
E_tot, eV: -7240.647
LUMO level, Eh: -0.114

ORCA input file:
```
! wB97M-V def2-TZVPD RIJCOSX def2/J DEFGRID3
* xyz 1 1
C 0.11 -0.75 0.89
C -0.80 -0.57 -0.10
N -1.19 -1.56 -0.91
N 0.82 0.49 1.37
H 0.52 -1.63 1.36
H -1.23 0.41 -0.22
H -2.01 -1.43 -1.49
H -1.07 -2.55 -0.69
H 1.03 1.16 0.61
H 1.72 0.13 1.67
H 0.32 0.88 2.16
H 0.27 2.54 -1.50
H 0.90 1.15 -1.95
O 0.62 1.72 -1.20
*
```

---

C6H7N2 | ωB97M-V with the def2-TZVPD basis set

Computed properties:
Relative energy (zero: lowest compared OMol25 entry of this formula, charge and spin), kJ/mol: 334.4
E_tot, eV: -9304.671
LUMO level, Eh: -0.167

ORCA input file:
```
! wB97M-V def2-TZVPD RIJCOSX def2/J DEFGRID3
* xyz 1 1
C 0.98 0.28 -1.59
C -0.49 -1.52 -0.36
C 1.21 1.51 -1.13
C -0.55 -0.08 1.46
C 0.10 -0.35 -0.66
C -1.04 -1.37 1.00
N 0.60 1.71 0.08
N 0.04 0.52 0.46
H 1.45 -0.02 -2.48
H -0.77 -2.37 -0.90
H 1.87 2.24 -1.65
H -0.59 0.40 2.87
H -2.18 -1.24 0.65
H -0.88 -2.25 1.64
H 0.25 2.52 0.61
*
```

---

C3H7N3O3 | ωB97M-V with the def2-TZVPD basis set

Computed properties:
Relative energy (zero: lowest compared OMol25 entry of this formula, charge and spin), kJ/mol: 392.8
E_tot, eV: -13834.547
SMILES: C[C@H](N[N+](=O)[O-])C(N)=O
LUMO level, Eh: 0.017

ORCA input file:
```
! wB97M-V def2-TZVPD RIJCOSX def2/J DEFGRID3
* xyz 0 1
C -1.18 -1.44 -0.06
C -0.70 0.04 -0.02
N 0.23 0.48 -1.12
N 1.41 -0.20 -1.29
O 1.83 -0.26 -2.40
O 1.92 -0.71 -0.30
C -0.14 0.49 1.31
N 0.61 1.63 1.30
O -0.43 -0.13 2.33
H -1.57 -1.66 -1.10
H -1.99 -1.58 0.66
H -0.29 -2.06 0.15
H -1.57 0.69 -0.15
H -0.15 0.89 -1.98
H 1.02 1.86 2.18
H 1.00 1.95 0.48
*
```

---

C29H22ClF5N2O2OsSe | ωB97M-V with the def2-TZVPD basis set

Computed properties:
Relative energy (zero: lowest compared OMol25 entry of this formula, charge and spin), kJ/mol: 298.5
E_tot, eV: -131406.685
Expectation value of S²: 6.037
LUMO level (spin up / spin down), Eh: -0.275 / -0.392

ORCA input file:
```
! wB97M-V def2-TZVPD RIJCOSX def2/J DEFGRID3
* xyz 2 5
Os -0.08 0.13 0.69
C 3.04 2.21 3.73
C 2.85 1.52 2.37
C 4.14 0.84 1.93
C 1.68 0.59 2.47
C 0.40 1.11 2.75
C -0.70 0.28 3.00
C -0.57 -1.13 2.95
C -1.70 -2.02 3.33
C 0.65 -1.63 2.48
C 1.75 -0.80 2.24
H 3.87 2.91 3.67
H 3.27 1.48 4.51
H 2.16 2.78 4.04
H 2.59 2.28 1.62
H 4.47 0.10 2.67
H 4.93 1.58 1.85
H 4.04 0.35 0.96
H 0.26 2.18 2.83
H -1.63 0.72 3.31
H -2.44 -2.09 2.53
H -2.21 -1.64 4.22
H -1.35 -3.03 3.55
H 0.77 -2.70 2.35
H 2.68 -1.24 1.91
F 0.08 1.85 -2.12
C -1.04 2.12 -1.44
C -1.29 1.52 -0.21
C -2.47 1.96 0.40
F -2.84 1.48 1.61
C -3.35 2.87 -0.16
F -4.47 3.22 0.47
C -3.05 3.42 -1.40
F -3.86 4.30 -1.96
C -1.88 3.04 -2.04
F -1.57 3.57 -3.21
Se -0.68 -3.36 -0.89
N -1.58 -2.04 0.04
C -2.81 -2.01 -0.49
C -3.82 -1.14 -0.08
C -5.08 -1.17 -0.75
C -5.34 -2.07 -1.77
C -4.36 -3.00 -2.20
C -3.10 -2.99 -1.58
N -2.12 -3.82 -1.90
H -3.64 -0.47 0.75
H -5.86 -0.49 -0.43
H -6.31 -2.08 -2.25
H -4.58 -3.70 -3.00
Cl 5.20 -0.98 -5.86
C 4.15 -0.71 -4.53
C 2.92 -1.36 -4.50
C 2.07 -1.14 -3.43
C 2.45 -0.27 -2.40
C 3.69 0.39 -2.46
C 4.54 0.17 -3.52
C 1.59 -0.05 -1.26
O 1.87 0.73 -0.30
O 0.46 -0.66 -1.14
H 2.64 -2.03 -5.30
H 1.11 -1.63 -3.40
H 3.96 1.07 -1.67
H 5.49 0.67 -3.58
*
```

---

C11H8AuNO5 | ωB97M-V with the def2-TZVPD basis set

Computed properties:
Relative energy (zero: lowest compared OMol25 entry of this formula, charge and spin), kJ/mol: 0.0
E_tot, eV: -26935.618
Expectation value of S²: 2.034
LUMO level (spin up / spin down), Eh: -0.272 / -0.356

ORCA input file:
```
! wB97M-V def2-TZVPD RIJCOSX def2/J DEFGRID3
* xyz 2 3
O -0.04 3.71 -1.92
C -0.05 2.67 -2.37
Au -0.01 0.29 -3.42
C 0.04 -2.40 -2.56
O 0.05 -3.51 -2.31
C -0.01 -0.15 -5.35
O -0.10 -1.24 -5.81
C 1.96 0.16 -2.88
O 2.98 -0.13 -2.45
C -1.95 0.11 -2.88
O -2.98 -0.21 -2.47
H 0.10 0.89 -5.73
N 0.00 0.00 0.59
C 0.00 -0.01 1.95
C -1.16 -0.39 2.67
C -1.15 -0.39 4.06
C 0.00 0.00 4.75
C 1.15 0.38 4.06
C 1.16 0.38 2.67
H -0.80 -0.32 0.07
H 0.84 0.17 0.07
H -2.05 -0.68 2.11
H -2.05 -0.69 4.60
H 0.00 -0.01 5.84
H 2.04 0.69 4.60
H 2.04 0.68 2.11
*
```

---

C2H5NO | ωB97M-V with the def2-TZVPD basis set

Computed properties:
Relative energy (zero: lowest compared OMol25 entry of this formula, charge and spin), kJ/mol: 688.2
E_tot, eV: -5686.096
LUMO level (spin up / spin down), Eh: -0.043 / -0.044

ORCA input file:
```
! wB97M-V def2-TZVPD RIJCOSX def2/J DEFGRID3
* xyz 0 1
C 0.17 -1.31 -0.06
C 0.36 1.06 0.06
N -0.32 -0.21 0.06
O -2.66 0.19 -0.10
H -0.35 -2.26 -0.13
H 1.20 -1.63 -0.18
H 1.25 0.99 -0.62
H -0.36 1.93 -0.17
H 0.70 1.24 1.14
*
```

---

F3HN2O2S | ωB97M-V with the def2-TZVPD basis set

Computed properties:
Relative energy (zero: lowest compared OMol25 entry of this formula, charge and spin), kJ/mol: 295.5
E_tot, eV: -26069.189
LUMO level (spin up / spin down), Eh: -0.064 / -0.139

ORCA input file:
```
! wB97M-V def2-TZVPD RIJCOSX def2/J DEFGRID3
* xyz 0 1
N -1.98 0.18 -0.26
N 1.91 -1.19 -0.07
O 0.82 -1.03 0.37
O -1.01 2.32 0.62
F -1.80 -1.19 -0.50
F 2.92 -0.68 1.01
F 2.35 -0.18 -1.11
S -1.09 0.91 0.94
H -2.11 0.85 -1.00
*
```

---

C24H32N8 | ωB97M-V with the def2-TZVPD basis set

Computed properties:
E_tot, eV: -37323.852
SMILES: c1cc[nH]c1.c1cc[nH]c1.c1cc[nH]c1.c1cc[nH]c1.CC#N.CC#N.CC#N.CC#N
LUMO level, Eh: 0.008

ORCA input file:
```
! wB97M-V def2-TZVPD RIJCOSX def2/J DEFGRID3
* xyz 0 1
C 1.86 -0.42 10.15
C 2.53 0.68 9.51
C 1.86 1.10 8.37
N 0.87 0.16 8.24
C 0.79 -0.69 9.35
H 2.09 -0.89 11.10
H 3.40 1.19 9.89
H 1.94 1.90 7.64
H 0.19 0.22 7.50
H -0.03 -1.38 9.37
C -5.66 2.54 6.85
C -7.00 2.53 7.23
C -7.66 1.54 6.52
N -6.74 1.01 5.66
C -5.52 1.55 5.87
H -4.91 3.20 7.25
H -7.44 3.20 7.96
H -8.67 1.19 6.46
H -6.96 0.20 5.10
H -4.63 1.23 5.34
C 3.47 3.12 -5.73
C 4.69 3.68 -6.26
C 5.12 4.62 -5.34
N 4.21 4.63 -4.34
C 3.15 3.79 -4.57
H 2.89 2.36 -6.24
H 5.22 3.36 -7.14
H 5.95 5.31 -5.30
H 4.17 5.28 -3.57
H 2.39 3.82 -3.80
C 1.67 -4.52 -7.89
C 1.10 -4.43 -6.66
C 0.37 -3.27 -6.55
N 0.44 -2.64 -7.81
C 1.24 -3.43 -8.61
H 2.35 -5.30 -8.21
H 1.27 -5.08 -5.81
H -0.22 -2.88 -5.73
H 0.00 -1.81 -8.17
H 1.44 -3.12 -9.63
C -5.00 2.05 -0.31
C -4.16 1.44 -1.42
N -3.46 0.98 -2.21
H -5.16 3.13 -0.35
H -4.47 1.84 0.62
H -6.00 1.61 -0.40
C 1.24 0.02 0.51
C 0.54 -0.24 1.74
N -0.12 -0.47 2.67
H 0.82 -0.65 -0.24
H 2.33 -0.06 0.58
H 0.98 1.02 0.17
C -4.42 -6.14 -2.35
C -3.23 -5.60 -1.68
N -2.26 -5.23 -1.17
H -5.18 -5.36 -2.32
H -4.75 -7.01 -1.80
H -4.14 -6.28 -3.40
C 7.50 0.69 -2.60
C 7.68 -0.71 -3.15
N 7.82 -1.78 -3.57
H 8.30 1.33 -2.98
H 7.38 0.66 -1.52
H 6.54 1.16 -2.84
*
```

---

C7H7BN4O2 | ωB97M-V with the def2-TZVPD basis set

Computed properties:
E_tot, eV: -18103.946
SMILES: OB(O)c1nnnn1-c1ccccc1
LUMO level, Eh: 0.000

ORCA input file:
```
! wB97M-V def2-TZVPD RIJCOSX def2/J DEFGRID3
* xyz 0 1
O 0.18 0.46 -3.09
B -1.08 0.23 -2.70
O -1.78 -0.91 -3.08
C -1.69 1.43 -2.01
N -2.49 2.30 -2.39
N -2.78 3.23 -1.44
N -2.09 3.04 -0.41
N -1.40 1.88 -0.47
C -0.69 1.09 0.48
C -0.69 -0.31 0.21
C 0.20 -1.10 0.94
C 0.90 -0.53 2.00
C 0.81 0.78 2.26
C -0.02 1.63 1.52
H 0.66 -0.30 -3.50
H -1.41 -1.38 -3.80
H -1.30 -0.85 -0.52
H 0.21 -2.09 0.79
H 1.72 -1.06 2.65
H 1.39 1.33 3.09
H -0.07 2.68 1.54
*
```

---

C4H9NO | ωB97M-V with the def2-TZVPD basis set

Computed properties:
Relative energy (zero: lowest compared OMol25 entry of this formula, charge and spin), kJ/mol: 119.4
E_tot, eV: -7831.083
SMILES: CCNC(C)=O
LUMO level, Eh: 0.033

ORCA input file:
```
! wB97M-V def2-TZVPD RIJCOSX def2/J DEFGRID3
* xyz 0 1
C -2.12 0.51 0.15
C -1.27 -0.46 -0.68
N 0.18 -0.22 -0.54
C 0.98 -0.60 0.48
C 2.38 0.19 0.28
O 0.77 -1.34 1.41
H -3.20 0.34 0.00
H -1.90 1.54 -0.14
H -1.90 0.39 1.21
H -1.49 -1.49 -0.37
H -1.55 -0.40 -1.74
H 0.87 0.45 -0.89
H 2.65 0.84 -0.59
H 3.14 -0.58 0.29
H 2.47 0.85 1.15
*
```

---

C5H9NO | ωB97M-V with the def2-TZVPD basis set

Computed properties:
Relative energy (zero: lowest compared OMol25 entry of this formula, charge and spin), kJ/mol: 322.7
E_tot, eV: -8857.107
Expectation value of S²: 0.757
LUMO level (spin up / spin down), Eh: -0.216 / -0.357

ORCA input file:
```
! wB97M-V def2-TZVPD RIJCOSX def2/J DEFGRID3
* xyz 1 2
O 2.94 0.85 0.07
C 1.88 1.39 -0.01
C 0.84 1.18 -1.06
C -0.41 0.56 -0.35
C -0.05 -0.76 0.30
C -1.98 -1.91 0.81
N -1.07 -1.74 -0.05
H 1.67 2.13 0.80
H 1.16 0.48 -1.83
H 0.62 2.17 -1.45
H -1.05 0.40 -1.21
H -0.84 1.25 0.38
H 0.86 -1.15 -0.19
H 0.31 -0.76 1.34
H -1.98 -1.63 1.87
H -2.90 -2.46 0.59
*
```

---

C6H20O7 | ωB97M-V with the def2-TZVPD basis set

Computed properties:
Relative energy (zero: lowest compared OMol25 entry of this formula, charge and spin), kJ/mol: 0.0
E_tot, eV: -20869.084
Expectation value of S²: 0.753
LUMO level (spin up / spin down), Eh: -0.180 / -0.316

ORCA input file:
```
! wB97M-V def2-TZVPD RIJCOSX def2/J DEFGRID3
* xyz 1 2
O 1.86 -2.50 -0.13
C 2.34 -1.42 -0.36
O 3.30 -1.21 -1.28
C 1.94 -0.11 0.30
C 0.67 0.30 -0.42
C -0.63 -0.36 0.17
C -1.72 -1.84 -1.57
C -0.97 -1.67 -0.40
H 3.46 -2.02 -1.79
H 1.95 -0.31 1.37
H 2.72 0.61 0.07
H 0.47 1.37 -0.37
H 0.72 0.12 -1.49
H -0.45 -0.53 1.23
H -1.48 0.31 0.00
H -1.97 -2.84 -1.92
H -2.35 -1.07 -1.99
H -0.65 -2.54 0.17
H 2.24 0.92 3.36
H 1.81 -0.52 3.30
O 1.90 0.21 3.91
H -0.02 0.08 -3.29
H -0.78 -1.19 -3.93
O -0.42 -0.31 -4.07
H -1.32 0.86 3.58
H -0.05 1.52 3.07
O -1.01 1.56 2.99
H -3.96 0.69 -0.63
H -3.62 1.39 -1.85
O -3.24 1.24 -0.97
H -0.70 2.83 0.39
H -0.14 3.32 1.72
O 0.12 3.10 0.82
*
```